[1]
16
Properties=species:S:1:pos:R:3 method="wB97M-V/def2-TZVPD" homo_energy_ha=-0.3652 total_energy_ev=-9879.0306 de_lowest_kj_mol=99.4 orbital_gap_ev=10.827
C -2.0004 0.9196 0.8047
C -1.7457 -0.4126 0.1003
N -0.4382 -0.4888 -0.5362
C 0.7108 -0.9371 0.0050
O 0.9586 -1.3915 1.0946
O 1.6376 -0.7684 -1.0341
C 2.6820 0.1364 -0.7341
H -1.8807 1.7533 0.1050
H -3.0179 0.9617 1.2117
H -1.2963 1.0579 1.6310
H -1.8156 -1.2348 0.8224
H -2.5148 -0.5927 -0.6593
H -0.1244 -0.1257 -1.4347
H 3.3616 0.1350 -1.5893
H 2.2948 1.1582 -0.5917
H 3.1931 -0.1972 0.1679

***

[2]
117
Properties=species:S:1:pos:R:3 method="wB97M-V/def2-TZVPD" charge=+2 homo_energy_ha=-0.4547 total_energy_ev=-309567.4445 de_lowest_kj_mol=0.0 orbital_gap_ev=2.749
C -2.8821 2.1555 3.4268
C -1.7542 1.9374 2.4704
C -0.3793 2.4624 2.6665
C 0.6052 2.1835 1.7567
C 0.3593 1.4395 0.5938
C 1.5219 1.2423 -0.3445
C 1.5120 -0.1012 -1.1297
C 1.7280 2.4579 -1.3033
C -1.0303 0.9509 0.3858
O -1.3613 0.2794 -0.7141
C -2.2331 1.0666 -1.5874
Ga -4.1819 0.3506 -1.6141
C -5.5422 1.8593 -1.5570
C -4.9901 3.2567 -1.1383
C -5.1060 3.5441 0.3633
O -5.6288 2.8045 1.1417
O -4.5922 4.7393 0.8371
C -4.5453 -0.9976 -0.0933
O -5.5946 -1.9543 -0.4885
C -5.7771 -2.9184 0.3635
F -5.1766 -2.7853 1.5384
F -5.1909 -4.1403 -0.2034
F -7.0514 -3.1757 0.6201
C -2.0232 1.1991 1.3298
H -3.8386 2.3569 2.9169
H -3.0200 1.2074 3.9911
H -2.6462 2.9209 4.1948
H -0.1579 3.0746 3.5406
H 1.6137 2.5795 1.9362
H 2.4250 1.2416 0.2988
H 0.9349 0.0478 -2.0657
H 2.5180 -0.3909 -1.4692
H 1.0109 -0.9249 -0.6065
H 2.1198 3.2824 -0.6845
H 2.5393 2.2034 -2.0018
H 0.7794 2.7153 -1.8097
H -1.7984 1.0031 -2.6341
H -2.2589 2.1315 -1.2015
H -4.3687 -0.4153 -3.0165
H -6.4045 1.6308 -0.9082
H -5.9617 1.9557 -2.5738
H -5.6384 4.0177 -1.6176
H -3.9646 3.4792 -1.4944
H -3.6245 4.7244 0.8312
H -4.9158 -0.4312 0.7746
H -3.6034 -1.5108 0.1243
H -3.0369 0.8251 1.1618
C -0.7038 0.5230 9.8504
C -1.3620 1.7019 9.5231
C -1.4002 2.1318 8.2084
C -0.7785 1.3685 7.2313
C -0.1121 0.1935 7.5458
C -0.0764 -0.2276 8.8633
N -0.8377 1.8062 5.8409
O -1.4139 2.8506 5.5908
O -0.3112 1.1001 4.9916
H -0.6805 0.1870 10.8791
H -1.8476 2.2837 10.2946
H -1.9137 3.0499 7.9602
H 0.3751 -0.3961 6.7819
H 0.4371 -1.1431 9.1233
Br 3.2713 2.7942 3.5819
C 5.1739 2.4226 3.3877
C 5.7903 3.2978 2.3309
Br 5.3328 2.6707 0.5415
H 5.2696 1.3626 3.1737
H 5.6072 2.6323 4.3636
H 6.8762 3.2511 2.3811
H 5.4722 4.3341 2.3942
Mg -0.8291 3.0829 -2.5401
C -0.3494 7.6535 -0.3353
C -0.4342 6.1595 -0.6398
O -1.5188 5.7543 -1.1466
O 0.5696 5.4774 -0.3640
H -1.2688 8.1664 -0.6093
H -0.1717 7.8013 0.7290
H 0.4752 8.0924 -0.8950
F 1.0371 -1.4032 -3.2297
C -0.0905 -2.0787 -6.5481
O -0.0173 -0.9019 -6.2505
N 0.0408 -3.0837 -5.6239
N -0.3100 -2.5001 -7.8307
H -0.0188 -4.0574 -5.8533
H 0.2091 -2.8061 -4.6618
H -0.4112 -1.7919 -8.5342
H -0.3743 -3.4635 -8.0984
C 2.9422 -6.4323 -2.2156
N 3.4169 -5.0551 -1.8417
C 4.4087 -5.2012 -0.7285
C 2.2538 -4.2386 -1.3598
C 4.1242 -4.3690 -3.0037
C 3.2654 -4.1194 -4.2197
O 2.7708 -5.3410 -4.7603
H 2.6886 -6.9596 -1.2960
H 2.0527 -6.3518 -2.8258
H 3.7434 -6.9486 -2.7361
H 3.9159 -5.6785 0.1148
H 4.7607 -4.2113 -0.4469
H 5.2343 -5.8163 -1.0800
H 1.5059 -4.1813 -2.1450
H 2.6113 -3.2438 -1.1041
H 1.8293 -4.7279 -0.4848
H 4.9669 -5.0113 -3.2644
H 4.5005 -3.4218 -2.6180
H 3.8604 -3.6177 -4.9849
H 2.4220 -3.4630 -3.9777
H 2.0431 -5.1258 -5.3518
Al -5.4075 -6.1590 0.0242
N -1.3739 -2.7797 0.9684
O -1.6082 -1.6432 1.4496
O -0.3980 -3.4184 1.3579
O -2.1297 -3.2435 0.1063
C 4.7491 -0.4904 -6.2470
Cl 3.7960 -0.7295 -4.7760
Cl 5.0691 -2.0248 -7.0661
H 4.1964 0.1574 -6.9186
H 5.6954 -0.0306 -5.9836

***

| no. | LUMO energy (eV) |
| --- | --- |
| 1 | 0.9 |
| 2 | -9.6 |